Below is a 8-piece molecular cluster, C38H59F4I2N7O5 overall, with properties calculated with ωB97M-V/def2-TZVPD.

E_LUMO   0.279 eV
Gap between HOMO and LUMO   9.16 eV
SMILES   C[C@@H](I)[C@@H](I)[C@@]1(C(F)(F)C(F)F)OC(=O)O[C@H]1CC(=O)O.CCCC#N.CCCC#N.CCCC#N.CCCC#N.CCCC#N.CCCC#N.CCCC#N
E   -3237.6739 Eh
HOMO   -8.879 eV

The geometry in ORCA input format:
```
! RIJCOSX wB97M-V def2-TZVPD def2/J DEFGRID3
* xyz 0 1
C 3.1877 2.1405 3.0906
C 2.3193 3.1099 2.2583
I 3.3138 3.9986 0.5760
C 0.8908 2.5866 2.0811
I -0.3532 4.2694 1.4704
C 0.5085 1.3374 1.2359
C -0.8175 0.6387 1.8101
F -0.5605 -0.6673 2.0909
F -1.7822 0.6493 0.8664
C -1.4491 1.1983 3.0992
F -0.5901 0.9317 4.1290
F -2.5801 0.5082 3.3329
O 0.1941 1.7917 -0.0972
C 0.3217 0.7591 -0.9601
O 0.1626 0.8171 -2.1309
O 0.6793 -0.3534 -0.2572
C 1.4516 0.1541 0.8467
C 2.8435 0.3732 0.2585
C 3.1871 -0.8852 -0.5084
O 3.2443 -0.9897 -1.7021
O 3.4340 -1.9178 0.3273
H 4.2445 2.2182 2.8487
H 2.8540 1.1107 2.9765
H 3.0400 2.3604 4.1419
H 2.1912 3.9787 2.8990
H 0.5712 2.4597 3.1106
H -1.6560 2.2662 3.0790
H 1.5424 -0.5988 1.6221
H 3.6117 0.4835 1.0133
H 2.9115 1.1922 -0.4473
H 3.5414 -2.7088 -0.2219
C -0.2196 -2.2358 -2.6196
C -0.9047 -3.2247 -3.5488
C -1.6220 -4.3535 -2.8024
C -0.6819 -5.1361 -1.9962
N 0.0788 -5.7408 -1.3847
H 0.5691 -2.7145 -2.0360
H 0.2383 -1.4292 -3.1866
H -0.9287 -1.7865 -1.9226
H -0.1675 -3.6485 -4.2352
H -1.6425 -2.7015 -4.1603
H -2.1244 -5.0274 -3.4974
H -2.3764 -3.9280 -2.1370
C 6.7820 4.1980 6.1461
C 6.2195 3.9491 7.5400
C 5.8653 2.4771 7.7831
C 4.8477 2.0058 6.8427
N 4.0482 1.6371 6.1064
H 6.0527 3.9497 5.3735
H 7.0507 5.2465 6.0216
H 7.6773 3.5985 5.9705
H 5.3294 4.5616 7.6950
H 6.9487 4.2513 8.2934
H 5.4832 2.3306 8.7939
H 6.7494 1.8472 7.6675
C -4.8815 -2.8857 0.9939
C -3.7039 -3.8487 0.9136
C -4.1194 -5.2778 0.5403
C -5.0292 -5.8360 1.5428
N -5.7396 -6.2735 2.3307
H -5.5967 -3.1919 1.7588
H -4.5337 -1.8847 1.2509
H -5.4083 -2.8289 0.0385
H -3.1808 -3.8660 1.8709
H -2.9927 -3.4831 0.1701
H -3.2422 -5.9235 0.4776
H -4.6201 -5.2939 -0.4298
C 2.7602 -5.1004 -4.8649
C 3.0943 -3.6133 -4.8208
C 3.9779 -3.1620 -5.9876
C 5.2692 -3.8532 -5.9901
N 6.2867 -4.3845 -5.9840
H 3.6601 -5.7122 -4.7871
H 2.1067 -5.3698 -4.0342
H 2.2514 -5.3638 -5.7950
H 3.5904 -3.3784 -3.8772
H 2.1714 -3.0308 -4.8463
H 4.1736 -2.0905 -5.9270
H 3.4837 -3.3560 -6.9414
C -7.6506 2.8699 1.3227
C -6.8458 1.8665 0.5044
C -5.7119 1.2230 1.3093
C -4.7521 2.2147 1.7932
N -4.0173 3.0043 2.1842
H -7.0280 3.7046 1.6487
H -8.4674 3.2805 0.7274
H -8.0848 2.4054 2.2110
H -6.4335 2.3538 -0.3737
H -7.5026 1.0730 0.1451
H -5.1726 0.4999 0.6956
H -6.1054 0.6938 2.1803
C -9.6558 4.4857 -2.5929
C -9.6798 3.6758 -3.8830
C -9.3359 2.1983 -3.6607
C -7.9920 2.0381 -3.1024
N -6.9319 1.9261 -2.6770
H -8.6602 4.4889 -2.1462
H -9.9354 5.5214 -2.7834
H -10.3557 4.0786 -1.8602
H -8.9779 4.1027 -4.6014
H -10.6713 3.7290 -4.3356
H -9.3802 1.6427 -4.5980
H -10.0478 1.7419 -2.9701
C 7.8753 -1.1535 -1.5607
C 8.2625 0.1823 -2.1761
C 8.4690 1.2838 -1.1295
C 7.2535 1.5892 -0.3656
N 6.3288 1.8550 0.2632
H 6.9243 -1.0830 -1.0408
H 7.7745 -1.9163 -2.3331
H 8.6340 -1.4920 -0.8513
H 7.5012 0.5027 -2.8899
H 9.1948 0.0682 -2.7317
H 8.7910 2.2109 -1.6058
H 9.2472 0.9878 -0.4234
*
```

***

Below is a 2-piece molecular cluster, C10H14Br2Si overall at a distorted geometry, with properties calculated with ωB97M-V/def2-TZVPD.

E_LUMO (spin up / spin down)   0.301 / -1.293 eV
Gap between HOMO and LUMO (spin up / spin down)   8.08 / 6.75 eV
E   -5826.9039 Eh
HOMO (spin up / spin down)   -7.776 / -8.039 eV

The geometry in ORCA input format:
```
! RIJCOSX wB97M-V def2-TZVPD def2/J DEFGRID3
* xyz 0 1
C 2.6857 3.7438 0.0084
C 2.6900 2.9901 -1.1659
C 2.5594 3.1474 1.2008
C 2.4360 1.6282 -1.1055
C 2.3752 1.7387 1.2315
C 2.3605 0.9498 0.1364
C -1.7253 -2.2438 0.5108
C -1.7436 0.3858 0.2975
C -1.3379 -1.1275 -1.5908
C -2.0701 -1.0311 -0.2908
Si 2.0328 -0.8512 0.0800
Br 2.0923 -1.9059 2.0952
Br 3.4843 -1.9801 -1.2455
H 2.7494 4.7831 -0.0519
H 2.5954 3.4860 -2.0331
H 2.4719 3.6947 2.1885
H 2.2579 0.9547 -1.9450
H 2.2113 1.1115 2.1641
H -2.3650 -3.1172 0.1805
H -1.9890 -2.0475 1.4846
H -0.7163 -2.4943 0.3585
H -0.6599 0.3722 0.3368
H -1.9949 0.5437 1.3721
H -2.1550 1.0762 -0.4060
H -0.9872 -2.0813 -1.9111
H -1.3308 -0.3992 -2.4098
H -3.0575 -0.8907 -0.6338
*
```

***

Below is C16H34CaP2 as an isolated structure at a distorted geometry, with properties calculated with ωB97M-V/def2-TZVPD.

E_LUMO   -0.328 eV
Gap between HOMO and LUMO   6.61 eV
E   -1990.0848 Eh
HOMO   -6.938 eV

The geometry in ORCA input format:
```
! RIJCOSX wB97M-V def2-TZVPD def2/J DEFGRID3
* xyz 0 1
P -1.6860 1.6807 -1.2744
P -1.5188 -1.8361 -1.1600
C -2.5528 0.5592 -2.4636
C -2.8931 -0.8662 -1.9658
H -1.9347 0.5402 -3.3715
H -3.4795 1.0907 -2.7086
H -3.7071 -0.8387 -1.2252
H -3.1984 -1.4870 -2.8197
C -0.6637 -2.3767 -2.7076
H 0.2304 -2.9564 -2.4375
H -0.3512 -1.5043 -3.3016
H -1.3648 -2.9908 -3.2912
C -2.2428 -3.3938 -0.5552
H -2.6231 -3.9921 -1.3904
H -3.0463 -3.1673 0.1494
H -1.4655 -3.9509 -0.0237
C -1.2988 3.2566 -2.1071
H -0.7255 3.8796 -1.4122
H -2.2187 3.7769 -2.4003
H -0.6761 3.0691 -2.9873
C -3.0598 2.1230 -0.1665
H -3.4672 1.2287 0.3193
H -3.8447 2.6201 -0.7510
H -2.6929 2.7999 0.6125
Ca 2.5290 -0.2679 4.2457
C 0.6360 -1.7780 0.6114
C 1.3428 -1.4295 -0.4837
C 1.1521 -0.2189 -1.3126
C 1.9073 1.0107 -0.7432
C 1.1092 2.0126 0.0152
C 0.0863 1.7960 0.8742
C -0.5312 0.4347 1.0900
C 0.2652 -0.7796 1.7047
C 3.6718 1.7605 4.1943
H 0.5108 -2.8473 0.8311
H 2.1850 -2.0445 -0.8195
H 0.0893 0.0284 -1.4913
H 1.5498 -0.4348 -2.3198
H 2.7716 0.6519 -0.1526
H 2.3526 1.5535 -1.5968
H 1.4035 3.0608 -0.1120
H -0.2934 2.6462 1.4880
H -0.9182 0.0611 0.1138
H -1.4545 0.5517 1.6841
H 1.1547 -0.3929 2.3066
H -0.4110 -1.3134 2.4153
H 4.2040 2.1384 5.0763
H 2.9737 2.5549 3.8843
H 4.4272 1.6775 3.4010
C 4.2148 -1.7312 3.7461
H 4.5695 -2.4617 4.4913
H 5.1119 -1.1800 3.4197
H 3.8710 -2.3238 2.8779
*
```

***

Below is a 11-piece molecular cluster, C24H68F2NO14S2 overall at a distorted geometry, with properties calculated with ωB97M-V/def2-TZVPD.

E_LUMO (spin up / spin down)   4.209 / 4.189 eV
⟨S²⟩   0.751
Gap between HOMO and LUMO (spin up / spin down)   2.27 / 7.32 eV
E   -3059.2338 Eh
HOMO (spin up / spin down)   1.944 / -3.127 eV

The geometry in ORCA input format:
```
! RIJCOSX wB97M-V def2-TZVPD def2/J DEFGRID3
* xyz -2 2
N 1.1330 21.3393 17.7838
S 1.0825 22.7839 17.2175
O 2.3464 23.4025 16.8594
O -0.0152 23.6625 17.6584
F 0.5184 22.4479 15.7284
S 1.4050 21.8989 19.4202
O 0.2332 22.3778 20.1223
O 2.6630 22.5534 19.7373
F 1.7548 20.4320 20.0749
C -0.4970 25.9701 21.5982
C -1.5518 24.8716 21.5730
O -2.8070 25.4181 21.9877
H 0.4739 25.5460 21.3420
H -0.5184 26.5161 22.5414
H -0.6739 26.5922 20.7209
H -1.2124 24.1494 22.3155
H -1.5537 24.3475 20.6173
H -3.2874 24.7032 22.4117
C 4.8012 19.4776 15.6792
C 4.1164 20.0577 16.9184
O 2.8891 19.5533 17.2635
H 5.8736 19.6397 15.5714
H 4.2598 19.7176 14.7642
H 4.8043 18.3895 15.7425
H 3.9650 21.1342 16.8381
H 4.8081 19.9945 17.7583
H 2.2906 20.2734 17.4754
C -2.7930 21.3773 18.8596
C -2.1826 20.8784 17.5792
O -1.1272 19.9768 17.8836
H -1.9908 21.7953 19.4677
H -3.4259 20.6375 19.3497
H -3.4616 22.1795 18.5472
H -1.8134 21.7081 16.9763
H -2.9341 20.3755 16.9706
H -0.3285 20.5094 17.8850
C -1.1266 19.6527 21.5874
C -0.4551 18.3912 22.1235
O -0.4912 17.2963 21.3156
H -0.8169 19.8464 20.5605
H -0.8539 20.4896 22.2303
H -2.2157 19.6106 21.5921
H -0.9574 17.9979 23.0073
H 0.5625 18.5809 22.4651
H 0.0929 16.6890 21.7756
C -0.7953 26.6285 16.5476
C -1.6960 26.6305 17.8337
O -3.0869 26.6266 17.5611
H 0.2540 26.5247 16.8239
H -0.9206 27.4877 15.8887
H -1.0834 25.7547 15.9632
H -1.4001 27.5211 18.3881
H -1.4373 25.8057 18.4978
H -3.5334 27.0764 18.2822
C 3.8621 25.8685 19.4256
C 2.9456 26.9266 18.8913
O 3.2843 28.1213 19.5248
H 4.9188 26.1340 19.3963
H 3.6368 24.9225 18.9333
H 3.6061 25.5698 20.4421
H 1.8716 26.7677 18.9879
H 3.0844 27.1049 17.8250
H 2.7787 28.8945 19.2637
C 2.4268 25.5152 14.0426
C 1.8750 26.9553 13.8072
C 3.0662 27.9552 13.9892
O 1.5006 27.1147 12.5136
H 1.6082 24.8271 14.2532
H 3.1380 25.4891 14.8683
H 2.9452 25.1852 13.1424
H 1.0720 27.1524 14.5174
H 3.9484 27.4887 13.5509
H 3.4093 28.0834 15.0158
H 2.9714 28.9539 13.5628
H 0.8340 26.4329 12.4021
C 8.4446 22.1406 19.4797
C 7.0824 21.6408 19.0675
C 5.9455 22.6649 19.2959
O 7.0400 21.1998 17.7138
H 9.2355 21.7792 18.8225
H 8.7023 21.7508 20.4644
H 8.3902 23.2288 19.5130
H 6.8590 20.7052 19.5802
H 5.9511 23.4903 18.5840
H 6.0474 23.0332 20.3167
H 4.9473 22.2290 19.3387
H 7.5787 20.4069 17.6617
C 1.6123 22.2253 12.7118
C 1.0202 20.9072 12.3411
C 2.0522 19.8367 12.1082
O 0.1047 20.5935 13.3616
H 0.7406 22.8419 12.9309
H 2.1478 22.7417 11.9151
H 2.2436 22.3066 13.5966
H 0.4921 21.0140 11.3936
H 1.5900 18.9648 11.6453
H 2.6696 19.5817 12.9695
H 2.8280 20.1010 11.3897
H -0.5307 21.3111 13.3077
C 2.4445 23.3326 23.8160
C 3.4500 22.4600 23.1049
C 4.8988 22.9595 23.2159
O 3.4298 21.2257 23.7887
H 2.4452 24.3542 23.4362
H 2.6368 23.4526 24.8822
H 1.4462 22.8973 23.7710
H 3.1623 22.3772 22.0568
H 5.0426 23.9763 22.8505
H 5.4989 22.2666 22.6261
H 5.2284 23.1107 24.2438
H 3.5028 21.4198 24.7260
*
```